[1]
{"formula": "C17H50BN15O32P", "method": "the ωB97M-V functional and the def2-TZVPD basis", "e_homo_ev": -4.476, "total_energy_ev": -116242.84558, "total_charge": -1, "lumo_ha": 0.049, "homo_lumo_gap_ev": 5.8, "symbols": ["C", "C", "N", "P", "B", "O", "O", "C", "O", "O", "H", "H", "H", "H", "H", "H", "H", "H", "C", "N", "O", "O", "H", "H", "H", "C", "N", "O", "O", "H", "H", "H", "C", "N", "O", "O", "H", "H", "H", "C", "N", "O", "O", "H", "H", "H", "C", "N", "O", "O", "H", "H", "H", "C", "N", "O", "O", "H", "H", "H", "C", "N", "O", "O", "H", "H", "H", "C", "N", "O", "O", "H", "H", "H", "C", "N", "O", "O", "H", "H", "H", "C", "N", "O", "O", "H", "H", "H", "C", "N", "O", "O", "H", "H", "H", "C", "N", "O", "O", "H", "H", "H", "C", "N", "O", "O", "H", "H", "H", "C", "N", "O", "O", "H", "H", "H"], "coordinates": [[3.316, -0.558, 1.489], [2.289, 0.566, 1.379], [0.985, 0.086, 0.880], [-0.261, -0.029, 2.089], [-1.277, -1.593, 1.580], [-1.253, -2.084, 0.287], [-2.004, -2.225, 2.566], [-1.570, 1.241, 1.605], [-1.300, 2.424, 1.832], [-2.623, 0.772, 1.082], [2.982, -1.320, 2.198], [4.271, -0.134, 1.820], [3.502, -1.007, 0.507], [2.667, 1.344, 0.709], [2.133, 1.000, 2.372], [1.101, -0.842, 0.484], [-2.137, -2.381, 0.025], [-1.467, -2.193, 3.378], [-3.100, 4.295, 0.400], [-3.475, 5.001, -0.855], [-2.707, 4.977, -1.800], [-4.538, 5.594, -0.869], [-2.132, 3.821, 0.290], [-3.081, 5.056, 1.171], [-3.863, 3.550, 0.604], [-2.418, -3.985, 6.785], [-1.205, -3.222, 6.391], [-0.250, -3.208, 7.134], [-1.266, -2.659, 5.315], [-2.242, -4.450, 7.748], [-3.238, -3.280, 6.825], [-2.590, -4.719, 6.007], [6.540, 0.434, -2.360], [5.889, -0.134, -1.147], [5.716, -1.340, -1.104], [5.577, 0.639, -0.269], [6.767, -0.379, -3.037], [5.853, 1.143, -2.804], [7.444, 0.936, -2.028], [-5.162, -3.538, 3.204], [-5.719, -3.677, 4.576], [-6.864, -3.349, 4.782], [-4.956, -4.107, 5.424], [-5.940, -3.139, 2.566], [-4.303, -2.872, 3.263], [-4.845, -4.529, 2.890], [-3.088, 8.601, 2.099], [-1.819, 7.857, 2.341], [-1.843, 6.651, 2.215], [-0.847, 8.516, 2.645], [-3.857, 7.885, 1.835], [-3.329, 9.132, 3.014], [-2.900, 9.301, 1.291], [8.466, -2.762, -0.240], [9.475, -2.066, -1.085], [10.614, -1.990, -0.672], [9.089, -1.613, -2.144], [8.959, -3.106, 0.660], [7.677, -2.050, -0.020], [8.067, -3.587, -0.822], [0.151, 6.269, -1.026], [1.433, 5.516, -1.114], [1.401, 4.376, -1.514], [2.440, 6.120, -0.791], [-0.667, 5.630, -1.346], [0.033, 6.580, 0.009], [0.258, 7.134, -1.674], [-2.789, 0.395, -1.977], [-3.695, -0.680, -2.449], [-4.889, -0.428, -2.427], [-3.226, -1.748, -2.779], [-3.408, 1.243, -1.715], [-2.268, 0.025, -1.093], [-2.087, 0.640, -2.768], [-6.456, -2.919, -3.233], [-7.430, -3.977, -3.620], [-8.614, -3.726, -3.554], [-6.971, -5.046, -3.981], [-7.004, -2.038, -2.929], [-5.856, -3.313, -2.419], [-5.829, -2.720, -4.095], [-6.837, -7.742, -1.952], [-5.645, -8.540, -1.557], [-5.724, -9.751, -1.614], [-4.664, -7.921, -1.199], [-7.625, -8.429, -2.239], [-7.123, -7.144, -1.092], [-6.550, -7.101, -2.781], [7.943, 3.622, -5.907], [7.191, 2.902, -4.847], [6.745, 1.800, -5.103], [7.077, 3.470, -3.784], [7.965, 2.997, -6.792], [7.424, 4.558, -6.087], [8.936, 3.810, -5.510], [-0.034, -5.638, 0.366], [1.008, -4.833, 1.060], [1.862, -4.304, 0.382], [0.925, -4.765, 2.269], [0.163, -5.610, -0.699], [0.029, -6.649, 0.756], [-0.995, -5.191, 0.601], [-5.387, 0.741, 0.648], [-6.350, 0.284, 1.680], [-6.793, -0.849, 1.585], [-6.648, 1.063, 2.559], [-5.243, -0.067, -0.055], [-5.828, 1.610, 0.166], [-4.444, 1.003, 1.138], [10.481, 4.682, -1.176], [9.784, 4.774, -2.488], [9.059, 5.721, -2.685], [9.998, 3.876, -3.282], [10.196, 5.541, -0.582], [10.171, 3.752, -0.711], [11.548, 4.668, -1.379]]}



[2]
{"formula": "C2H9NO", "method": "the ωB97M-V functional and the def2-TZVPD basis", "e_homo_ev": -9.101, "total_energy_ev": -5755.99700, "smiles": "NCO.C", "lumo_ha": 0.035, "homo_lumo_gap_ev": 10.0, "symbols": ["N", "C", "O", "H", "H", "H", "H", "H", "C", "H", "H", "H", "H"], "coordinates": [[1.852, 0.558, -0.796], [1.555, -0.516, 0.198], [2.557, -0.478, 1.258], [1.911, 0.324, -1.803], [2.694, 1.222, -0.590], [1.470, -1.577, -0.279], [0.475, -0.477, 0.531], [2.323, 0.181, 1.827], [-3.004, 0.132, -0.045], [-3.063, -0.841, 0.385], [-3.673, 0.256, -0.954], [-3.281, 0.943, 0.603], [-1.817, 0.272, -0.336]]}



[3]
{"formula": "C13H41N10O7", "method": "the ωB97M-V functional and the def2-TZVPD basis", "e_homo_ev": -5.308, "total_energy_ev": -43382.31132, "total_charge": -1, "lumo_ha": 0.085, "homo_lumo_gap_ev": 7.6, "symbols": ["C", "O", "H", "H", "H", "C", "C", "C", "O", "C", "N", "H", "H", "H", "H", "H", "H", "H", "H", "H", "H", "H", "C", "C", "C", "O", "C", "N", "H", "H", "H", "H", "H", "H", "H", "H", "H", "H", "H", "C", "O", "N", "N", "H", "H", "H", "H", "C", "O", "N", "N", "H", "H", "H", "H", "C", "O", "N", "N", "H", "H", "H", "H", "C", "O", "N", "N", "H", "H", "H", "H"], "coordinates": [[-0.323, -1.608, -1.530], [-1.536, -1.021, -1.292], [0.489, -1.072, -1.021], [-0.368, -2.635, -1.141], [0.050, -1.770, -2.551], [1.044, 1.583, 0.451], [0.572, 2.932, 1.013], [-0.401, 2.641, 2.163], [-0.709, 3.844, 2.884], [-1.528, 3.514, 4.014], [1.644, 3.823, 1.505], [1.844, 1.126, 1.032], [1.449, 1.828, -0.531], [0.149, 0.960, 0.427], [0.016, 3.459, 0.235], [0.157, 2.044, 2.886], [-1.330, 2.312, 1.693], [-1.793, 4.441, 4.523], [-0.999, 2.932, 4.773], [-2.454, 2.978, 3.800], [2.298, 3.335, 2.101], [1.103, 4.400, 2.139], [2.212, -2.207, 1.538], [3.337, -2.192, 2.592], [3.132, -1.000, 3.560], [3.194, 0.245, 2.914], [2.791, 1.411, 3.632], [3.493, -3.499, 3.195], [2.399, -2.840, 0.670], [1.960, -1.265, 1.049], [1.292, -2.583, 1.991], [4.223, -2.019, 1.978], [3.777, -1.083, 4.442], [2.169, -1.124, 4.070], [3.569, 1.719, 4.333], [1.871, 1.283, 4.208], [2.549, 2.249, 2.984], [4.218, -3.418, 3.900], [2.682, -3.699, 3.772], [-1.040, 2.457, -2.918], [-0.924, 3.598, -3.321], [-0.485, 1.442, -3.530], [-1.662, 1.989, -1.807], [0.279, 1.725, -4.121], [-0.584, 0.544, -3.084], [-1.981, 2.661, -1.128], [-1.562, 1.016, -1.558], [1.103, -0.845, -6.157], [0.613, 0.135, -5.587], [2.190, -0.844, -6.926], [0.525, -2.039, -6.086], [2.617, -1.652, -7.345], [2.574, 0.046, -7.200], [-0.291, -2.081, -5.494], [0.770, -2.778, -6.722], [-2.404, -1.957, 2.165], [-3.198, -1.938, 3.120], [-1.217, -1.400, 2.080], [-2.733, -2.708, 1.106], [-0.680, -1.595, 1.250], [-0.821, -1.064, 2.943], [-2.330, -2.329, 0.255], [-3.621, -3.177, 1.168], [-4.657, -1.340, -2.606], [-5.702, -1.739, -3.137], [-4.244, -1.351, -1.320], [-3.722, -0.855, -3.379], [-4.917, -1.705, -0.661], [-3.256, -1.170, -1.155], [-4.033, -0.524, -4.277], [-2.849, -0.550, -2.969]]}



[4]
{"formula": "C2H4N4O2S2", "method": "the ωB97M-V functional and the def2-TZVPD basis", "e_homo_ev": -9.610, "total_energy_ev": -33861.92287, "smiles": "Nc1nnc(S(N)(=O)=O)s1", "lumo_ha": -0.007, "homo_lumo_gap_ev": 9.4, "symbols": ["N", "C", "N", "N", "C", "S", "N", "O", "O", "S", "H", "H", "H", "H"], "coordinates": [[-0.765, -3.229, -0.170], [-0.444, -1.916, 0.009], [0.730, -1.496, -0.539], [0.895, -0.230, -0.347], [-0.038, 0.379, 0.278], [0.039, 2.164, 0.635], [0.532, 2.706, -0.876], [1.017, 2.590, 1.597], [-1.345, 2.531, 0.859], [-1.338, -0.695, 0.898], [-1.010, -3.770, 0.744], [0.172, -3.654, -0.509], [-0.059, 1.941, -1.679], [1.614, 2.680, -0.901]]}



[5]
{"formula": "C3HO3S", "method": "the ωB97M-V functional and the def2-TZVPD basis", "e_homo_ev": -2.286, "total_energy_ev": -20105.35868, "total_charge": -1, "lumo_ha": 0.129, "homo_lumo_gap_ev": 5.8, "symbols": ["C", "C", "C", "O", "O", "O", "S", "H"], "coordinates": [[-0.119, 1.275, 1.191], [-2.050, 0.538, -0.857], [0.252, 0.647, 0.172], [-1.753, 1.183, -1.784], [-0.540, 1.830, 2.140], [-2.486, -0.045, 0.073], [1.326, 1.871, -0.600], [0.078, -0.439, -0.028]]}



[6]
{"formula": "C4H8O2", "method": "the ωB97M-V functional and the def2-TZVPD basis", "e_homo_ev": -9.548, "total_energy_ev": -8370.89860, "smiles": "C=CC.O=CO", "lumo_ha": 0.025, "homo_lumo_gap_ev": 10.2, "symbols": ["C", "C", "C", "H", "H", "H", "H", "H", "H", "O", "C", "O", "H", "H"], "coordinates": [[0.513, -1.908, 1.817], [0.576, -1.071, 0.772], [1.562, -1.205, -0.291], [-0.442, -2.046, 2.372], [1.340, -2.732, 1.809], [-0.168, -0.233, 0.521], [1.053, -1.315, -1.221], [2.329, -1.955, -0.086], [2.088, -0.271, -0.367], [-2.580, 3.417, -0.385], [-1.707, 2.675, -0.598], [-1.466, 2.088, -1.861], [-1.330, 1.875, 0.138], [-1.769, 2.683, -2.621]]}



[7]
{"formula": "C10H10FN", "method": "the ωB97M-V functional and the def2-TZVPD basis", "e_homo_ev": -8.923, "total_energy_ev": -14738.64100, "smiles": "Fc1cccc(C2=NCCC2)c1", "lumo_ha": 0.019, "homo_lumo_gap_ev": 9.5, "symbols": ["F", "C", "C", "C", "C", "C", "C", "N", "C", "C", "C", "C", "H", "H", "H", "H", "H", "H", "H", "H", "H", "H"], "coordinates": [[3.745, -1.971, 0.061], [2.997, -0.864, 0.073], [3.510, 0.489, 0.055], [2.574, 1.466, -0.142], [1.224, 1.269, -0.219], [0.692, 0.022, 0.020], [-0.750, -0.238, 0.005], [-1.194, -1.431, -0.185], [-2.582, -1.352, -0.168], [-3.047, 0.013, 0.199], [-1.728, 0.868, 0.179], [1.611, -1.030, 0.012], [4.658, 0.654, 0.187], [2.905, 2.514, -0.094], [0.614, 2.094, -0.425], [-2.775, -1.707, -1.281], [-3.026, -2.185, 0.396], [-3.540, 0.042, 1.181], [-3.791, 0.406, -0.445], [-1.786, 1.451, -0.733], [-1.581, 1.532, 1.074], [1.269, -2.042, 0.252]]}



[8]
{"formula": "C9H23BO3P2", "method": "the ωB97M-V functional and the def2-TZVPD basis", "e_homo_ev": -7.603, "total_energy_ev": -35097.52097, "smiles": "CCOP(=O)(CCCBP(C)C)OCC", "lumo_ha": -0.026, "homo_lumo_gap_ev": 6.9, "symbols": ["C", "C", "O", "P", "O", "C", "C", "C", "B", "P", "C", "C", "O", "C", "C", "H", "H", "H", "H", "H", "H", "H", "H", "H", "H", "H", "H", "H", "H", "H", "H", "H", "H", "H", "H", "H", "H", "H"], "coordinates": [[-1.601, 2.651, 2.034], [-2.957, 1.834, 1.571], [-2.873, 0.496, 2.176], [-2.714, -0.749, 0.919], [-3.950, -0.583, -0.102], [-1.090, -0.590, -0.068], [0.279, -0.538, 0.830], [1.456, 0.457, 0.222], [1.764, 0.226, -1.384], [2.952, 1.449, -2.265], [2.171, 2.239, -3.825], [4.659, 0.676, -2.635], [-2.959, -2.270, 1.723], [-2.105, -3.342, 1.194], [-0.810, -3.475, 2.191], [-1.551, 2.587, 3.217], [-0.675, 2.070, 1.584], [-1.628, 3.760, 1.654], [-2.925, 1.790, 0.388], [-3.893, 2.415, 1.993], [-1.146, 0.448, -0.654], [-1.070, -1.416, -0.929], [0.749, -1.632, 0.792], [0.006, -0.311, 1.946], [1.183, 1.579, 0.423], [2.460, 0.152, 0.789], [1.305, -0.647, -2.037], [2.905, 3.028, -4.330], [1.197, 2.845, -3.511], [1.861, 1.380, -4.587], [4.872, -0.264, -1.953], [4.791, 0.407, -3.789], [5.533, 1.456, -2.410], [-1.853, -3.268, 0.054], [-2.725, -4.354, 1.322], [0.179, -3.827, 1.674], [-1.094, -4.259, 3.045], [-0.703, -2.420, 2.737]]}